{"formula": "C20H40Cl20", "method": "ωB97M-V/def2-TZVPD", "gap_ha": 0.39489, "homo_energy_ha": -0.38833, "total_charge": 0, "smiles": "ClCCCl.ClCCCl.ClCCCl.ClCCCl.ClCCCl.ClCCCl.ClCCCl.ClCCCl.ClCCCl.ClCCCl", "symbols": ["Cl", "H", "H", "H", "Cl", "H", "C", "H", "Cl", "H", "C", "H", "H", "Cl", "H", "C", "C", "H", "Cl", "H", "Cl", "Cl", "H", "C", "Cl", "Cl", "H", "H", "C", "H", "H", "C", "C", "C", "Cl", "H", "Cl", "H", "Cl", "H", "H", "H", "H", "Cl", "C", "H", "H", "C", "H", "H", "H", "H", "H", "C", "C", "Cl", "H", "Cl", "H", "Cl", "H", "C", "C", "H", "H", "H", "H", "C", "Cl", "C", "C", "Cl", "C", "Cl", "H", "H", "H", "C", "H", "Cl"], "positions_angstrom": [[0.6657, -1.2665, 6.1268], [-4.1387, 0.9542, -0.0568], [2.1375, -2.5434, -0.5012], [-6.1548, -2.0626, 1.7507], [-3.8390, 0.7797, 2.2661], [6.3506, 1.5019, -0.9685], [-3.7491, 1.5851, 0.7422], [-3.8491, 3.6283, 1.2462], [-1.7581, 2.7411, -6.7425], [1.8561, 3.9269, 0.3377], [2.5705, 0.3106, -4.3847], [-0.6024, 1.5561, -0.7741], [-1.3605, -5.7273, 3.1242], [-2.6369, -1.7823, 5.8530], [6.1930, 3.8592, -1.1195], [0.0034, 0.6529, -0.8473], [5.4450, 1.9388, -0.5478], [1.1030, 3.1385, 1.7619], [5.6510, 2.2113, 1.2156], [0.3467, -6.2075, 3.1722], [1.7912, 2.8207, -4.7480], [-0.9073, 4.8816, 0.7017], [-5.4805, 3.0240, 0.9030], [-4.4269, 2.9306, 0.6399], [1.6822, 1.2403, -1.0419], [-0.0852, 0.4906, 1.9764], [3.2444, -0.4632, -4.7523], [-2.3181, -0.5119, 4.0295], [3.9193, -3.3495, 0.3829], [-3.3815, -3.6497, 2.2781], [3.2110, -1.3837, 0.5216], [-5.5239, -2.8056, 2.2385], [-2.9620, 1.0672, -4.9595], [-1.6148, -1.1336, 4.5835], [0.9667, -0.4121, -4.1287], [-5.9069, -3.7798, 1.9345], [0.2397, -3.5949, 1.8507], [0.1235, 0.1656, 4.3646], [5.0613, 2.9693, -3.0945], [-3.4780, -2.0101, 2.6951], [0.3360, 5.2475, 2.6506], [-3.4381, 1.9953, -4.6432], [4.5970, 1.2553, -0.5926], [2.9766, 4.5162, 2.3343], [2.5650, 1.4053, -5.4505], [2.9201, 0.7244, -3.4389], [0.9458, 6.2447, 1.4280], [3.1257, -2.1877, -0.2095], [-3.6671, 0.4647, -5.5321], [3.4542, -3.4900, 1.3586], [-0.8193, 1.4596, -5.0290], [0.4410, -5.5892, 0.6557], [3.5636, 1.6738, -5.7952], [0.5732, 5.2327, 1.5868], [-0.5280, -6.1042, 2.5301], [-5.9356, -2.6577, 3.9865], [-1.2196, -1.9371, 3.9620], [-3.5995, -2.4373, 0.4054], [4.4656, 3.9112, -0.9734], [-2.6378, 0.2166, -3.4749], [-0.7615, 0.4750, 5.8367], [5.2883, 3.2842, -1.3172], [-1.6497, 1.2664, -5.7081], [-1.2933, 0.4076, -6.2770], [3.8559, -4.2857, -0.1717], [2.0211, 1.1431, -6.3579], [-1.1718, -0.7178, 0.2939], [-0.4215, -0.3206, 5.1737], [-4.2119, 3.6257, -0.9756], [-0.3202, -5.1927, 1.3276], [-3.9568, -2.7511, 2.0550], [3.7735, -1.6292, -1.7830], [1.5214, 4.0639, 1.3660], [5.5754, -2.6936, 0.5295], [0.5783, -1.0912, 0.3182], [-2.6756, 1.6808, 0.5797], [-1.2657, -5.0739, 0.7985], [-0.1683, -0.2985, 0.3659], [-0.3062, 0.1515, -1.7643], [-0.9185, -7.6785, 1.9222]], "forces_ev_per_angstrom": [[0.7660, -0.8767, 0.4111], [-0.0172, -0.3235, 0.2110], [-0.2249, 0.3690, 0.6641], [0.8475, 0.2690, -0.2371], [-0.6891, -0.3367, 1.1961], [-0.1447, -0.3917, 0.3706], [0.2858, 0.0227, -1.8883], [-0.3315, -0.0255, 0.3811], [-0.0282, -0.5035, -0.0747], [-0.2191, 0.0698, 0.0973], [0.7818, 0.2364, -0.9314], [-0.0718, -0.1020, 0.2417], [0.0667, -0.0986, 0.0635], [-0.2668, -0.5827, 0.6301], [0.0692, -0.0498, -0.5304], [-0.2078, 0.0122, 0.8515], [-0.1181, 0.7098, -0.5214], [0.1044, 0.1319, -0.0803], [0.2044, 0.1701, -0.3626], [0.0080, 0.2505, -0.1815], [-0.3292, 0.7643, -0.0575], [-0.6129, 0.1824, -0.4263], [0.1428, -0.5401, -0.0108], [0.7574, 1.0866, 0.9740], [-0.0754, -0.1335, 0.1239], [0.1639, 0.0156, -0.6620], [-0.1074, -0.2350, 0.3314], [0.6629, 0.2065, -0.2611], [-0.4436, 1.0623, -0.1840], [-0.8480, -0.4386, 0.3078], [-0.5810, 0.1892, -0.3545], [0.7705, -0.8059, 0.7722], [-0.0353, 0.2406, -0.7722], [0.9346, 0.8138, 0.2607], [0.0732, -0.0424, -0.0500], [0.1855, 0.0253, -0.0677], [0.0300, 0.4435, 0.1772], [0.0278, -0.3159, 0.1516], [0.2533, 0.1261, 0.8922], [-0.4593, 0.3369, -0.2014], [-0.2393, -0.1850, -0.0051], [0.2221, 0.0589, -0.4208], [0.1064, 0.1869, -0.5060], [0.0773, -0.3496, -0.0564], [-0.2955, -0.3501, 0.0773], [-0.0532, -0.2177, -0.1142], [0.1598, -0.3198, -0.8173], [0.1675, -0.9401, -0.6276], [0.0177, 0.1821, -0.0138], [0.4602, -0.1989, 0.2178], [-0.3203, 0.2362, 0.1837], [-0.1563, -0.0269, 0.0520], [0.1335, -0.0348, 0.4628], [0.0592, -0.5094, 1.0053], [0.1740, 1.0385, 0.2182], [0.1699, -0.0583, -0.1470], [-0.1603, -0.0300, 0.0374], [0.4114, 0.5472, -1.7964], [-0.1821, -0.3478, -0.1056], [0.1639, -0.8991, 1.1297], [-0.3360, -0.0804, -0.1352], [-0.1794, -0.5397, 0.7613], [0.4720, 0.6896, 0.3052], [-0.5701, 0.0629, -0.2950], [0.3990, 0.2476, -0.1625], [-0.1780, -0.2176, 0.2060], [0.0676, -0.1463, 0.0918], [-1.5163, 0.7969, -0.7610], [-0.0367, -0.2115, -0.5892], [0.0927, -0.4197, 0.0820], [-1.0135, 0.0981, 1.3335], [0.1244, 0.0765, -0.0063], [0.5822, 0.9347, 0.2430], [0.1691, -0.8174, 0.4489], [-0.1448, 0.1292, 0.1914], [-0.0929, 0.3645, -0.2985], [0.1500, 0.0600, -0.0580], [-0.1301, 0.5986, -1.1448], [0.3031, -0.1556, 0.0969], [-0.4024, -1.1853, -0.3375]], "lowdin_charge": [0.58, 0.07, 0.04, 0.06, 0.65, 0.07, -0.71, 0.05, 0.53, 0.04, -0.69, 0.05, 0.07, 0.56, 0.07, -0.61, -0.65, 0.03, 0.53, 0.07, 0.56, 0.58, 0.08, -0.65, 0.59, 0.63, 0.07, -0.01, -0.63, 0.06, 0.07, -0.61, -0.67, -0.71, 0.59, 0.06, 0.61, -0.01, 0.54, 0.00, 0.06, 0.06, 0.01, 0.53, -0.65, -0.02, 0.07, -0.69, 0.07, 0.06, -0.02, 0.07, 0.07, -0.70, -0.71, 0.52, 0.03, 0.61, 0.06, 0.59, 0.07, -0.61, -0.67, 0.07, 0.08, 0.07, 0.03, -0.73, 0.56, -0.66, -0.71, 0.55, -0.65, 0.55, 0.01, 0.03, 0.06, -0.60, 0.00, 0.61]}